Entry 1:
A cluster of 4 separate species, C31H54I2N2O18P2S in total at a distorted geometry, computed with wB97M-V/def2-TZVPD.

The geometry in ORCA input format:
```
! RIJCOSX wB97M-V def2-TZVPD def2/J DEFGRID3
* xyz 0 1
I 1.7971 0.0942 1.5974
I 0.3604 5.5199 -1.8359
S -1.2817 -0.4696 -3.0417
P 0.5051 -2.2624 -4.5273
P 2.4495 2.6506 -1.8384
O -5.4604 -4.1561 6.1491
O -5.3972 -3.4294 4.1210
O -1.1635 0.7129 -2.0140
O -0.3005 -1.0113 -0.0818
O 6.3511 -1.7076 2.1084
O 1.6719 -2.1238 -5.6313
O -4.4732 3.5948 3.6350
O 4.4834 1.0562 -4.3757
O -5.7845 3.9113 1.8253
O -5.0550 -5.6309 4.4841
O -0.8191 -2.3273 -5.4441
O -1.6055 -1.7049 -2.4146
O 7.9917 -0.4322 2.6815
O 8.2483 -2.6659 2.8784
O -4.8814 1.9760 2.1106
O 3.3613 -2.4560 -3.4804
O -2.1470 -0.0831 -4.1143
O 3.1212 3.3175 -3.1862
N 0.5747 -3.5372 -3.6765
N 2.8251 -0.2133 -3.4755
C 5.0255 -1.1342 -2.5132
C 9.2980 -0.2662 3.2386
C -5.3382 -5.2133 7.1117
C -4.8428 0.4761 4.0381
C 5.7539 -3.0055 1.9663
C 0.8073 -0.6707 -0.2349
C 3.6995 -1.3360 -3.2116
C -6.0435 5.2382 2.2870
C 3.3364 0.6721 -4.4578
C -2.3984 3.0602 -3.3107
C -1.5284 4.5449 0.2006
C 7.5933 -1.7009 2.5882
C -0.2277 4.0121 -0.4281
C -0.2751 1.8680 -2.1953
C 1.7171 -0.8344 -1.4458
C -4.0805 1.5655 -2.1794
C -3.3125 2.8044 -2.0960
C 3.8679 1.7290 -1.1482
C -4.6936 0.5454 -2.2313
C 1.2059 1.4840 -2.6139
C -0.3437 2.5088 -0.7900
C -5.2813 -4.5185 4.8800
C -3.8892 -5.5369 7.4051
C -5.1610 -3.6539 2.7277
C 2.5530 1.1074 -5.6708
C -4.0794 1.0567 2.8683
C 5.2462 -3.5334 3.2905
C 1.5393 -0.0417 -2.7571
C 0.3919 -0.6004 -3.7055
C -0.9085 2.6609 -3.3371
C -4.9975 3.1941 2.6285
H 9.5501 0.7838 3.1246
H -4.9634 -0.4837 -2.2127
H -3.8066 0.2658 2.1716
H 2.7021 -0.6477 -1.0352
H 4.5754 -2.8098 3.7554
H -3.1594 1.5438 3.1911
H 5.6827 -1.9486 -2.7925
H -5.4280 -2.7324 2.2182
H 0.5088 4.0953 0.3602
H -1.9855 3.7956 0.8431
H -2.2182 4.8967 -0.5593
H -6.6770 5.2124 3.1721
H -1.2996 5.4007 0.8307
H 6.0696 -3.7125 3.9805
H 3.2508 1.0815 -6.4981
H -0.7606 2.0344 -4.2200
H 0.4177 1.9911 -0.2122
H -5.0925 1.2468 4.7666
H 6.4584 -3.6960 1.5043
H -2.8384 2.8007 -1.1251
H 1.3356 -1.7751 -6.4639
H -0.7497 -1.7720 -6.2306
H -2.8896 2.5981 -4.1610
H 3.6266 1.1064 -0.2974
H 4.8256 -1.2163 -1.4468
H -0.3019 3.5217 -3.5966
H -5.7786 0.0304 3.6989
H 4.9219 -2.8697 1.2768
H -5.8833 -6.0922 6.7698
H 1.6996 -1.9096 -1.6234
H 9.2916 -0.5246 4.2961
H -3.3936 -5.9429 6.5243
H 10.0280 -0.8742 2.7098
H 1.6877 0.4949 -5.8900
H -3.8199 -6.2706 8.2080
H -2.4543 4.1254 -3.5282
H -4.0551 3.6023 -2.0685
H -1.2476 2.1609 -0.3030
H -6.5670 5.7471 1.4830
H 2.2271 2.1374 -5.5428
H -5.8318 -4.8443 8.0086
H 3.6163 4.0994 -2.9235
H 4.7086 -4.4699 3.1446
H -3.3515 -4.6361 7.7034
H -4.1084 -3.8709 2.5539
H -5.7781 -4.4664 2.3527
H -4.2504 -0.2904 4.5372
H 5.5140 -0.2027 -2.7627
H 4.4116 1.2198 -1.9353
H 0.5801 -3.2982 -2.6917
H -5.1170 5.7638 2.5068
H 0.3467 0.1216 -4.5181
H 1.2370 1.8640 -3.6356
H 4.5277 2.5109 -0.7750
*
```

The value obtained for the molar mass is 1090.6 Da. The calculation puts the HOMO energy at -8.58 eV. The SMILES is C#CCCC[C@@]1(C[C@H](C)I)OS(=O)(=O)[C@H](P(=N)(O)O)[C@@](CC(=O)I)(N(C(C)=O)C(C)=O)[C@@H]1P(C)O.CCOC(=O)OC.CCOC(=O)OC.CCOC(=O)OC. The LUMO energy comes out at -0.152 eV. The value obtained for the frontier orbital gap is 8.427 eV.

Entry 2:
A cluster of 4 separate species, C31H54IN5O3 in total at a distorted geometry, computed with wB97M-V/def2-TZVPD.

The geometry in ORCA input format:
```
! RIJCOSX wB97M-V def2-TZVPD def2/J DEFGRID3
* xyz 0 1
I 2.5327 0.3647 1.8726
O -6.1667 -2.0121 3.8907
O -3.2660 2.1555 4.6211
O -3.3819 -3.1193 5.6286
N -2.8524 -6.1376 -0.1218
N 4.8174 1.0837 -2.8446
N -1.0782 -4.1488 3.8845
N 1.9338 7.3425 -1.8125
N -6.6114 -4.3821 5.2470
C 0.0541 8.9990 -2.3172
C -6.3628 -3.3372 4.4839
C -2.0695 -1.6388 4.0195
C -4.7399 0.0657 3.9245
C -4.5761 -7.8231 -0.9702
C 0.3149 5.4190 -1.7463
C 1.1600 6.4248 -0.9697
C 3.7840 0.2259 -2.2509
C 5.1586 2.2691 -2.0567
C -3.9244 -7.0829 0.1931
C 5.8126 1.9695 -4.9776
C 2.3721 9.1277 -0.0302
C 2.9108 8.1344 -1.0544
C -1.9526 0.0082 3.7494
C -4.4092 -4.2143 -0.5715
C 1.1778 8.0956 -2.8142
C 0.6386 -0.3904 2.7399
C 4.1794 3.4381 -2.0817
C -3.5020 -2.1751 4.6978
C -3.3094 0.9061 4.1410
C -1.5610 -6.7564 -0.4466
C -1.4401 -7.4763 -1.7856
C -0.8245 -2.6791 3.6329
C 2.3504 0.7462 -2.2487
C 4.6338 1.2920 -4.2848
C -0.4933 -5.7109 5.7984
C 0.5566 -2.0428 2.9755
C -0.5864 0.6522 3.1110
C 0.1086 -4.8561 4.5024
C -4.8565 -1.4267 4.1836
C -3.2034 -5.0340 -1.0219
H -1.8532 -6.8969 -2.6157
H -5.3282 -4.8084 -0.5578
H 3.5647 8.6685 -1.7537
H -2.3533 -4.3423 -1.0779
H -1.2808 -7.4511 0.3540
H -0.5402 1.8109 2.9173
H -0.5461 8.5341 -1.5307
H 0.9342 4.8119 -2.4138
H -0.6219 9.2355 -3.1503
H 4.0694 -0.0262 -1.2228
H 6.1359 2.6369 -2.3931
H 3.1832 9.4521 0.6305
H -3.3863 -5.3897 -2.0413
H -3.9721 -8.6726 -1.2929
H -1.9289 -8.4536 -1.7640
H 1.9795 10.0282 -0.5091
H 3.7854 3.6387 -3.0815
H 1.0043 -4.1542 4.7832
H 0.4395 9.9503 -1.9468
H 0.7498 7.3832 -3.5303
H 1.8677 8.6939 -3.4215
H -0.7935 -5.9720 -0.4155
H 5.3335 1.9788 -1.0137
H 3.3417 3.2731 -1.4022
H 1.8563 5.8433 -0.3522
H -5.6761 0.6762 3.5136
H -4.5728 -3.3851 -1.2680
H 0.4840 -5.6445 3.7099
H 3.5761 7.4367 -0.5292
H 0.1023 -6.7182 5.8832
H 4.5019 0.3151 -4.7670
H 5.9747 2.9879 -4.6112
H -1.6569 -5.9218 5.6350
H 3.7934 -0.7330 -2.7853
H -0.1893 4.7431 -1.0475
H 1.5906 8.6994 0.6033
H -5.5454 -8.2289 -0.6497
H 2.0512 1.1645 -3.2135
H -0.3840 -7.6589 -2.0118
H 1.4177 -2.7818 2.6782
H 4.6881 4.3498 -1.7397
H 6.7354 1.3970 -4.8416
H 0.5065 6.9679 -0.2790
H 5.6169 2.0420 -6.0527
H 1.6609 -0.0746 -2.0235
H -0.4643 5.9079 -2.3391
H -3.5623 -7.8198 0.9203
H -4.2511 -3.7902 0.4250
H -4.7609 -7.1769 -1.8324
H -1.3883 -4.5837 2.9846
H 3.7280 1.8705 -4.4948
H 2.1973 1.5042 -1.4763
H -4.7106 -6.5441 0.7364
H -0.4326 -5.0489 6.7839
*
```

The value obtained for the molar mass is 671.7 Da. The calculation puts the HOMO energy at -8.18 eV. The SMILES is CCNc1cc(I)cc2c1C(=O)C(OC#N)=CC2=O.CCN(CC)CC.CCN(CC)CC.CCN(CC)CC. The LUMO energy comes out at -2.057 eV. The value obtained for the frontier orbital gap is 6.121 eV.

Entry 3:
A cluster of 7 separate species, C31H54INO20 in total, computed with wB97M-V/def2-TZVPD.

The geometry in ORCA input format:
```
! RIJCOSX wB97M-V def2-TZVPD def2/J DEFGRID3
* xyz 0 1
I 3.4390 -1.0710 0.0015
O 9.9294 4.2937 -1.4677
O -15.2812 -1.2049 0.3233
O 7.7629 -2.9345 -1.2797
O -10.8948 -4.7459 1.4286
O -9.6673 -3.5714 0.0931
O 12.0421 7.9593 -4.5641
O 8.1439 -0.9120 -2.2114
O 14.2980 8.0162 -4.6710
O -0.9758 -3.5510 3.5009
O 8.4361 -2.6768 -3.4208
O -11.1490 -2.5032 1.4193
O 1.7343 0.4104 3.0542
O -8.0513 1.7859 -0.1449
O -7.5550 1.4080 1.9229
O -16.7475 -0.0961 1.4580
O -7.0546 -0.1684 0.3900
O 11.1875 3.9743 -3.3127
O -14.5763 0.5016 1.6256
O 9.7179 2.4365 -2.5523
O 13.1014 9.3647 -3.3110
N -3.3867 -2.5810 2.2916
C 13.2492 8.4059 -4.2277
C 5.6722 -1.3698 2.5822
C -4.2901 -3.0068 1.2264
C -0.4145 -2.7426 2.7934
C -1.0907 -1.4909 2.3099
C 8.0820 -2.2422 -2.2106
C 1.0185 -2.9478 2.3926
C -13.9168 -1.4470 -0.0519
C -7.5111 0.9067 0.6943
C -10.6194 -3.5097 1.0173
C 1.4310 -4.3774 2.1640
C 12.0505 6.9025 -5.5340
C 10.3588 3.6019 -2.5222
C 7.7909 -0.2972 -0.9638
C 10.0850 1.5792 -3.6425
C 0.4579 -5.1715 1.2918
C -7.0223 0.5442 2.9364
C 10.5419 5.5818 -1.3206
C 3.2587 -1.8852 1.9979
C -17.0680 0.9568 2.3728
C 14.3326 9.9396 -2.8603
C -2.5609 -1.4301 1.9471
C -15.4460 -0.1996 1.1785
C 1.8011 -1.8611 2.3258
C -11.9135 -4.8217 2.4326
C -9.2771 -2.2960 -0.4374
C -8.0695 1.3698 -1.5134
C 4.2053 -1.1876 2.9638
C 8.4122 -4.1018 -3.5640
C -0.2933 -0.4307 2.2168
C 1.1436 -0.5333 2.5784
H 12.5818 6.0357 -5.1473
H 6.0030 -0.5861 1.9006
H -10.1248 -1.8232 -0.9320
H -13.9588 -2.2776 -0.7508
H -8.8970 -1.6516 0.3513
H -5.9752 0.3230 2.7387
H -7.5869 -0.3851 2.9788
H 0.4665 -4.8013 0.2653
H -13.3123 -1.7076 0.8127
H 10.3404 6.2043 -2.1904
H 3.9533 -0.1325 3.0341
H -13.4964 -0.5671 -0.5359
H 10.0928 6.0137 -0.4320
H 9.1034 -4.5671 -2.8641
H -8.6584 0.4612 -1.6293
H -2.9753 -0.5370 2.4275
H 0.7656 -6.2163 1.2596
H -0.6562 0.5492 1.9277
H -7.1277 1.0942 3.8657
H 6.7672 -0.5506 -0.6980
H 1.5214 -4.8705 3.1359
H 14.0496 10.6908 -2.1296
H -7.0577 1.1941 -1.8738
H -16.5672 0.8007 3.3264
H 8.7198 -4.2938 -4.5870
H 12.5097 7.2374 -6.4620
H -18.1454 0.9125 2.4975
H 6.3029 -1.3086 3.4683
H 11.1437 1.3321 -3.5933
H -11.6159 -4.2684 3.3211
H -5.2142 -3.4047 1.6465
H -8.5306 2.1881 -2.0569
H 7.4090 -4.4854 -3.3890
H 14.9637 9.1805 -2.4022
H -2.5887 -1.2360 0.8663
H -2.8002 -3.3468 2.5852
H -16.7710 1.9213 1.9652
H 11.6178 5.4791 -1.1929
H -0.5584 -5.1433 1.6800
H 11.0063 6.6544 -5.6956
H 9.4820 0.6853 -3.5186
H 5.8567 -2.3293 2.0940
H 9.8673 2.0575 -4.5954
H 8.4648 -0.6261 -0.1747
H -4.5662 -2.1508 0.6091
H 7.8961 0.7713 -1.1260
H -8.4885 -2.5069 -1.1526
H -12.8527 -4.4208 2.0556
H 4.0194 -1.6407 3.9427
H -12.0165 -5.8781 2.6584
H 2.4070 -4.3958 1.6845
H -3.8537 -3.7656 0.5660
H 3.5928 -2.9108 1.8899
H 14.8667 10.3978 -3.6903
*
```

The value obtained for the molar mass is 887.7 Da. The calculation puts the HOMO energy at -8.72 eV. The SMILES is CCC1=C([C@@H](I)CC)C(=O)C=C(CNC)C1=O.COC(=O)OC.COC(=O)OC.COC(=O)OC.COC(=O)OC.COC(=O)OC.COC(=O)OC. The LUMO energy comes out at -1.003 eV. The value obtained for the frontier orbital gap is 7.720 eV.

Entry 4:
A structure of composition C31H54N6OsSSbSeSi3 at a distorted geometry, computed with wB97M-V/def2-TZVPD.

The geometry in ORCA input format:
```
! RIJCOSX wB97M-V def2-TZVPD def2/J DEFGRID3
* xyz 3 1
Os -0.7667 -0.4973 -0.7709
Sb 0.6968 1.5639 1.3034
Se -2.8260 -1.3189 -1.6169
S -0.7408 1.4898 -2.1701
Si 3.6975 -0.3744 1.3764
Si -2.5773 0.8102 1.9026
Si 3.4288 2.6178 0.1840
N -1.6231 3.9410 -1.5476
N -3.1442 2.7802 -2.5986
N -2.2552 -4.0287 -2.4780
N 1.2571 -0.4317 -1.3645
N -3.2004 -4.0329 -0.5372
N -0.4514 -2.1532 0.4143
C 4.4729 0.4741 2.8478
C -2.6699 4.9453 -1.7754
C 5.0774 -1.0676 0.3197
C -3.8394 -0.5370 2.1642
C -3.2173 2.1087 0.7373
C 1.2306 -1.0538 -2.5712
C 2.7037 -1.8864 1.8658
C -1.6650 -3.6135 -3.7504
C 2.5476 0.8589 0.3555
C 1.1464 1.0204 3.3210
C 5.2779 2.5446 -0.0884
C 2.2584 -1.0586 -3.4671
C -3.8409 -3.5977 0.6984
C 3.4513 0.2483 -1.8784
C 2.6098 3.4975 -1.2560
C -3.7845 4.0941 -2.4157
C -0.1273 -4.1690 1.5785
C -3.0412 -5.3447 -0.9093
C -3.8142 1.7215 -3.3274
C -0.1729 -3.4498 0.3917
C -2.7151 -3.2332 -1.4974
C -2.4464 -5.3429 -2.1252
C -0.3839 -3.5236 2.7790
C -0.7028 -1.5042 1.5892
C -0.6828 -2.1602 2.7989
C 2.3666 0.2337 -0.9765
C -1.0133 -0.1083 1.0955
C -2.2162 1.5989 3.5513
C 3.4137 -0.3677 -3.1016
C -1.9375 2.7648 -2.0816
C 3.1122 3.5835 1.7647
H 4.7215 -1.6678 -0.5181
H -2.3090 5.7278 -2.4412
H -4.6617 3.9845 -1.7781
H -0.3466 -4.0827 3.7048
H 5.7938 -0.3406 -0.0576
H -3.9730 2.0323 -4.3602
H 2.1638 -1.5664 -4.4149
H 5.6999 3.4806 0.2861
H -3.1524 -2.9670 1.2528
H -2.9814 5.3942 -0.8345
H -3.1907 0.8303 -3.3192
H -1.8765 0.9135 4.3272
H 0.2955 -1.5561 -2.8117
H -3.1775 1.9975 3.8895
H 0.1159 -5.2217 1.5536
H 0.2322 1.0118 3.9011
H 3.6538 4.5264 1.6522
H -4.7556 -3.0539 0.4724
H -3.4279 -1.4267 2.6368
H -2.0249 -2.6219 -4.0089
H 2.7865 4.5715 -1.1871
H 5.5375 2.4894 -1.1462
H 3.5061 3.1004 2.6580
H -2.1618 -6.1546 -2.7715
H 2.0805 -2.2113 1.0295
H -3.3738 -6.1585 -0.2895
H 4.2709 -0.3253 -3.7600
H -4.1033 4.4789 -3.3837
H 5.6338 -1.7449 0.9737
H -1.5331 2.4478 3.4995
H 3.7788 0.9301 3.5476
H -4.0799 -4.4820 1.2822
H 5.0356 -0.2810 3.4028
H -3.4690 1.6874 -0.2388
H -0.6788 4.1512 -1.2710
H 4.3484 0.7603 -1.5711
H 0.0207 -3.9110 -0.5697
H 1.7677 1.8415 3.6792
H -4.7799 1.5117 -2.8673
H -4.5903 -0.1386 2.8510
H 2.0738 -1.7606 2.7423
H -0.8902 -1.6377 3.7227
H -1.9736 -4.3207 -4.5154
H -4.1295 2.5297 1.1652
H -4.3529 -0.8199 1.2462
H 1.6778 0.0857 3.4500
H 2.0739 3.8724 1.9507
H 3.3973 -2.7016 2.0808
H 5.1939 1.2321 2.5405
H 5.7948 1.7435 0.4346
H 1.5313 3.3141 -1.2591
H -0.5787 -3.6179 -3.6732
H 2.9937 3.1636 -2.2202
H -2.5006 2.9180 0.6018
*
```

The value obtained for the molar mass is 1018.1 Da. The calculation puts the HOMO energy at -15.90 eV. The LUMO energy comes out at -9.301 eV. The value obtained for the frontier orbital gap is 6.597 eV.

> What is the HOMO in the third record?

-8.72 eV

> The lowest frontier orbital gap belongs to which entry?

C31H54IN5O3

> What is the frontier orbital gap in the first record?

8.427 eV

> Which value of frontier orbital gap does entry 4 give?

6.597 eV